Here is a single C5H11NO molecule at a distorted geometry from the Open Molecules 2025 dataset. Energies are from ωB97M-V with the def2-TZVPD basis set.

The geometry in XYZ format:
```
18
Properties=species:S:1:pos:R:3:mulliken_charge:R:1
C -2.04 0.40 -1.80 -0.985
N -0.90 -0.16 -1.20 -0.233
C -0.58 0.07 0.08 0.829
O -1.55 0.49 0.88 -0.565
C 0.69 0.03 0.68 0.113
C 0.88 -0.80 1.90 -1.188
C 1.93 0.14 -0.16 -1.661
H -2.74 -0.35 -2.12 0.322
H -1.78 0.95 -2.67 0.320
H -2.62 1.06 -1.19 0.337
H -0.20 -0.61 -1.77 0.243
H -0.68 0.81 1.53 0.429
H 1.33 -1.76 1.64 0.301
H -0.02 -0.99 2.48 0.367
H 1.59 -0.31 2.56 0.297
H 2.77 0.53 0.43 0.406
H 2.28 -0.82 -0.58 0.308
H 1.80 0.83 -1.00 0.360
```

Computed properties:
Spin multiplicity: 1
Charge: 0
SMILES: CNC(O)=C(C)C
Frontier orbital gap (eV): 7.98

Here is a molecular structure, C5H11NO from the Open Molecules 2025 dataset. Energies are from ωB97M-V with the def2-TZVPD basis set.

The geometry in XYZ format:
```
18
Properties=species:S:1:pos:R:3:mulliken_charge:R:1
C 1.41 2.01 -0.41 -1.009
C 0.03 1.84 -0.28 -0.169
N -0.48 0.01 0.00 -0.220
C -1.69 -0.21 0.74 -1.039
C 0.38 -0.92 -0.27 0.979
O 1.54 -0.62 -0.78 -0.560
C 0.15 -2.40 -0.05 -1.322
H 1.98 2.32 0.46 0.277
H 1.80 2.32 -1.38 0.351
H 1.65 0.47 -0.66 0.256
H -0.59 1.94 -1.18 0.239
H -0.49 2.15 0.62 0.244
H -2.51 0.36 0.28 0.298
H -1.99 -1.27 0.78 0.377
H -1.58 0.14 1.77 0.309
H 0.93 -2.95 -0.58 0.335
H -0.83 -2.70 -0.43 0.352
H 0.20 -2.65 1.01 0.301
```

Computed properties:
Spin multiplicity: 1
Charge: 0
Frontier orbital gap (eV): 8.28

Here is 2 unconnected molecules or ions with the total composition C5H11NO at a distorted geometry from the Open Molecules 2025 dataset. Energies are from ωB97M-V with the def2-TZVPD basis set.

The geometry in XYZ format:
```
18
Properties=species:S:1:pos:R:3:mulliken_charge:R:1
C -3.48 0.09 0.28 -0.763
C -2.22 0.30 -0.11 -0.153
C -0.99 0.13 0.78 -0.613
C 0.31 0.15 0.06 -0.327
C 0.98 -0.99 -0.28 -0.233
N 1.75 -1.05 -1.42 -0.423
H -4.20 -0.14 -0.49 0.272
H -3.56 0.06 1.38 0.270
H -2.11 0.61 -1.15 0.317
H -1.20 -0.81 1.36 0.350
H -0.95 1.04 1.49 0.250
H 0.59 1.07 -0.44 0.361
H 0.80 -1.94 0.19 0.269
H 2.70 -1.40 -1.34 0.217
H 1.69 -0.33 -2.12 0.220
O 3.50 1.12 0.28 -0.644
H 3.33 1.77 0.96 0.312
H 3.06 0.31 0.58 0.318
```

Computed properties:
Spin multiplicity: 1
Charge: 0
SMILES: C=CC/C=C/N.O
Frontier orbital gap (eV): 9.26

Here is a single C5H11NO molecule at a distorted geometry from the Open Molecules 2025 dataset. Energies are from ωB97M-V with the def2-TZVPD basis set.

The geometry in XYZ format:
```
18
Properties=species:S:1:pos:R:3:mulliken_charge:R:1
C -0.24 -0.29 2.92 -1.182
C -0.21 0.97 2.10 -0.430
C -1.00 0.84 0.78 -0.673
N -0.55 -0.28 -0.08 -0.255
C -0.26 0.00 -1.48 -0.217
C 0.92 -0.81 -1.94 -0.118
O 1.45 -0.55 -3.00 -0.472
H 0.68 -0.88 2.88 0.347
H -0.48 -0.19 3.99 0.338
H -0.97 -1.06 2.65 0.338
H -0.70 1.83 2.55 0.339
H 0.83 1.10 1.79 0.264
H -2.08 0.77 0.94 0.314
H -0.87 1.72 0.14 0.335
H 0.12 -0.81 0.47 0.186
H -1.16 -0.19 -2.07 0.273
H 0.03 1.04 -1.54 0.260
H 1.27 -1.69 -1.37 0.353
```

Computed properties:
Spin multiplicity: 1
Charge: 0
SMILES: CCCNCC=O
Frontier orbital gap (eV): 9.71

Here is a single C5H11NO molecule from the Open Molecules 2025 dataset. Energies are from ωB97M-V with the def2-TZVPD basis set.

The geometry in XYZ format:
```
18
Properties=species:S:1:pos:R:3:mulliken_charge:R:1
C -2.05 0.54 -0.72 -1.023
C -1.41 -0.53 0.16 -0.627
N 0.02 -0.33 0.38 0.048
C 0.45 0.43 1.54 -0.921
C 0.81 -0.60 -0.70 0.946
C 2.28 -0.23 -0.62 -1.351
O 0.35 -1.12 -1.71 -0.638
H -3.11 0.33 -0.89 0.336
H -1.56 0.54 -1.70 0.311
H -1.96 1.55 -0.30 0.276
H -1.54 -1.52 -0.29 0.322
H -1.90 -0.54 1.13 0.374
H 0.03 0.01 2.46 0.305
H 1.54 0.40 1.63 0.345
H 0.15 1.49 1.48 0.288
H 2.74 -0.61 -1.53 0.314
H 2.77 -0.67 0.25 0.372
H 2.39 0.86 -0.58 0.323
```

Computed properties:
Spin multiplicity: 1
Charge: 0
SMILES: CCN(C)C(C)=O
Frontier orbital gap (eV): 10.09

Here is 2 unconnected molecules or ions with the total composition C5H11NO at a distorted geometry from the Open Molecules 2025 dataset. Energies are from ωB97M-V with the def2-TZVPD basis set.

The geometry in XYZ format:
```
18
Properties=species:S:1:pos:R:3:mulliken_charge:R:1
C 1.09 0.92 -1.41 -1.312
C 0.29 -0.28 -1.07 -0.029
C 1.12 -0.32 1.83 -0.883
N -0.90 -0.16 -0.50 0.156
C -1.39 0.90 0.18 -0.701
C -1.69 -1.35 -0.38 0.106
O -1.38 -2.40 -0.86 -0.431
H 1.19 1.62 -0.59 0.350
H 2.09 0.65 -1.74 0.335
H 0.62 1.47 -2.23 0.364
H 0.56 -1.27 -1.41 0.427
H 0.91 -1.39 1.75 0.229
H 2.09 -0.13 1.34 0.216
H 1.23 -0.06 2.88 0.354
H -1.04 1.88 -0.07 0.252
H -2.38 0.80 0.60 0.171
H 0.21 0.31 1.49 0.151
H -2.62 -1.18 0.18 0.245
```

Computed properties:
Spin multiplicity: 1
Charge: 0
Frontier orbital gap (spin up / spin down) (eV): 7.53 / 7.29

Calculated energy relative to the best compared isomer or geometry (same formula, charge and spin) (kcal per mole), listed in the same order as above: 64.9; 70.9; 63.0; 48.0; 8.6; 81.7